Entry from the Open Molecules 2025 dataset: a structure of composition C20H30As2GeN2Pb in a non-equilibrium geometry (ωB97M-V with the def2-TZVPD basis set).

Cartesian coordinates (Å):
Pb  -0.808566  -0.456308  1.479696
C  3.392089  -0.473316  -0.867828
As  2.287182  -0.229941  0.774926
C  3.602334  -1.006683  2.036624
C  2.792696  1.646868  1.145761
C  3.981736  2.019822  1.820152
C  4.215952  3.360111  2.128021
C  3.342657  4.346706  1.678761
C  2.204058  3.979282  0.953341
C  1.899342  2.632509  0.723450
As  0.185352  1.981338  0.009675
C  -0.869719  3.597345  0.432884
C  0.592266  2.597215  -1.840348
H  4.303313  0.156395  -0.791125
H  2.817855  -0.258193  -1.784528
H  3.741844  -1.528373  -0.933723
H  4.627717  -0.824089  1.675252
H  3.439990  -2.107482  2.026764
H  3.459013  -0.619030  3.048255
H  4.683638  1.224939  2.064599
H  5.113843  3.641928  2.686078
H  3.505777  5.380595  1.909216
H  1.502592  4.731412  0.602259
H  -0.809718  3.784365  1.554781
H  -1.932592  3.403318  0.239419
H  -0.560176  4.504243  -0.089294
H  1.015139  3.603772  -1.784318
H  -0.338495  2.637364  -2.416331
H  1.339630  1.951462  -2.331558
N  -8.018537  1.522349  -1.538879
C  -6.965880  1.170644  -1.177021
C  -5.701905  0.830124  -0.696277
C  -4.851292  -0.053206  -1.398072
C  -3.653313  -0.415754  -0.777139
N  -3.269557  0.025823  0.426920
C  -4.074213  0.891047  1.051059
C  -5.273733  1.321418  0.542562
H  -5.192805  -0.436251  -2.374728
H  -2.976383  -1.044343  -1.302758
H  -3.754678  1.172301  2.071701
H  -5.903705  1.989999  1.081543
C  0.176715  -4.036460  1.049863
Ge  -0.973165  -3.111413  -1.506120
C  0.983256  -3.212753  -2.066972
C  -1.482528  -5.058541  -1.966657
C  -0.869146  -3.067407  0.471207
H  0.575998  -4.785960  0.331098
H  -0.238496  -4.592723  1.911497
H  1.074051  -3.536655  1.454125
H  1.625365  -3.536391  -1.199414
H  1.391038  -2.256011  -2.493186
H  1.091642  -3.996175  -2.853402
H  -0.723974  -5.441013  -2.703347
H  -2.472580  -5.174402  -2.446065
H  -1.436826  -5.707359  -1.057163
H  -1.812090  -3.138465  1.014765

Forces on the atoms, in the same order (eV/Å):
0.20 -0.03 -0.62
0.10 -0.64 -0.25
2.27 0.23 0.45
-0.35 -1.15 -0.38
0.00 0.24 0.24
-0.74 -0.38 -0.54
0.41 -0.28 -0.15
-0.68 -0.80 -0.41
-0.32 -0.04 0.07
0.18 -0.70 0.86
0.39 2.91 -0.88
-0.80 -0.35 1.94
-0.16 -0.86 -0.48
-0.77 -0.17 0.02
0.33 0.08 0.43
-0.41 0.61 0.14
-0.50 0.02 0.15
0.20 0.68 0.18
0.02 -0.07 -0.21
-0.01 0.51 0.25
-0.35 -0.14 -0.19
0.16 0.32 0.01
0.25 0.08 0.17
0.07 -0.18 -1.37
0.25 0.10 -0.19
0.12 -0.36 -0.10
-0.12 -0.17 0.37
0.27 -0.13 -0.01
-0.47 0.16 0.19
2.05 -0.79 0.66
-3.40 1.34 -1.32
2.06 -1.00 0.50
-0.51 0.30 0.42
-0.88 0.65 -0.45
0.34 -0.10 -0.42
0.47 -0.13 1.25
-0.14 -0.33 -0.62
0.55 0.10 0.64
0.48 -0.58 -0.27
-0.26 0.10 -0.69
-0.25 0.37 0.41
0.22 0.25 0.59
1.76 -1.58 -0.23
0.46 0.52 -0.21
-0.31 -0.37 -0.19
0.02 -1.31 -0.22
-0.45 0.62 0.19
0.04 0.29 -0.44
-0.19 0.03 -0.18
-0.70 0.45 -0.75
-0.36 -0.90 0.49
-0.25 0.64 0.54
-0.57 0.71 0.75
0.46 0.18 0.43
-0.09 0.70 -0.61
-0.08 0.32 0.02

Output
Electronic energy in eV: -207627.6826
LUMO (alpha / beta) in eV: -7.48 / -8.90
Frontier orbital gap (alpha / beta) in eV: 7.208 / 5.139
Charge: +2